No. 1
A 10-piece molecular cluster, C38H82O24P2S8 overall at a distorted geometry. Source: the OMol25 dataset; level of theory: the ωB97M-V functional and the def2-TZVPD basis.

Cartesian coordinates (Å):
H (-2.411, -4.061, -0.269)
O (-4.183, 2.933, 2.408)
H (8.000, 2.045, -1.278)
H (-2.457, -1.941, 9.197)
O (-1.676, 2.925, 2.493)
H (-0.523, 2.116, -6.550)
H (3.742, -5.184, 2.573)
H (-4.283, -5.093, -2.481)
O (-5.657, 0.173, 0.474)
H (-4.053, -2.854, -2.497)
H (-0.403, 2.913, -4.021)
S (0.858, 4.429, -1.558)
C (0.186, 3.837, -4.059)
H (0.989, -1.455, 5.994)
H (2.078, 4.672, -4.258)
H (-4.048, 0.682, 3.614)
O (-6.039, 2.067, -0.990)
H (1.622, -4.609, 1.699)
H (-3.766, 4.230, 4.529)
C (-2.657, 1.083, 5.198)
H (2.128, 5.032, 0.952)
H (-3.418, -6.259, -1.437)
H (4.732, 3.569, 3.607)
C (-2.098, -0.984, 8.806)
C (-5.015, -0.998, 0.968)
H (-1.579, -0.479, 9.614)
H (2.419, -1.361, -0.704)
H (6.914, -0.144, -0.871)
O (-1.194, -3.530, 6.704)
H (-0.090, 1.147, -8.815)
O (-1.632, -1.215, 1.174)
C (7.166, 2.190, -3.330)
H (5.674, 3.533, -2.437)
H (2.043, 2.882, -4.597)
H (0.750, 3.451, 2.245)
H (-3.128, 2.463, -0.770)
H (-4.198, -3.815, -0.508)
H (-0.150, 1.080, 1.067)
C (-3.245, -4.074, -0.969)
O (4.126, 0.528, -2.118)
H (1.605, 1.355, -0.333)
C (4.083, 3.023, 2.931)
H (-7.898, 1.703, -1.938)
S (2.492, 2.979, 3.841)
H (0.690, -1.840, -6.351)
H (1.313, 0.314, -8.143)
H (2.970, 3.533, -2.136)
S (-2.952, 2.649, 3.108)
O (-0.965, -1.444, 5.238)
C (0.378, -0.966, 5.227)
H (0.253, 5.722, -3.299)
C (-2.182, -5.218, -2.871)
H (-4.478, 2.249, 5.737)
H (7.131, 1.503, -4.179)
O (-4.029, 0.644, -1.381)
H (-7.723, 3.211, -1.054)
O (-1.907, 0.259, -5.379)
H (0.884, -1.129, 4.281)
C (3.758, 3.734, 1.597)
H (0.232, -2.505, -1.009)
H (-1.596, 1.310, 5.306)
H (-1.996, 3.803, 4.902)
C (-3.070, 1.384, -0.628)
H (0.824, 0.281, 2.316)
H (2.654, -3.540, 0.682)
H (4.191, -7.507, 1.263)
C (5.747, 2.564, -2.929)
H (-2.335, 0.343, 3.108)
H (3.058, -7.388, -0.942)
H (4.560, -5.050, 1.102)
H (-3.000, -0.447, 8.512)
C (-2.998, 0.959, 3.713)
H (-0.506, -0.885, -1.339)
S (-2.028, -3.494, -3.306)
H (-2.353, -5.862, -3.730)
C (7.815, 1.427, -2.158)
H (-5.770, -1.731, 1.249)
H (1.627, -0.259, -1.860)
O (-2.663, -3.215, -4.571)
C (6.778, 0.351, -1.826)
O (0.657, -5.297, -0.860)
O (-3.127, -1.950, 6.403)
C (-3.019, 3.471, 4.739)
H (-3.243, 1.232, 0.441)
H (-4.368, -0.684, 1.786)
O (2.641, 3.681, 5.098)
O (5.245, 1.961, -0.438)
H (-2.897, -1.880, -1.690)
H (0.413, 0.093, 5.487)
H (1.170, 1.523, -6.273)
H (-3.137, 2.613, 6.709)
O (1.998, 1.615, 3.823)
C (-3.701, -2.372, 5.158)
H (-0.146, 4.237, -5.021)
C (0.269, 0.574, -7.962)
H (-1.007, -2.053, -6.147)
C (1.712, 3.692, -3.952)
S (-0.203, -1.286, 0.968)
P (-1.541, -2.115, 6.537)
O (0.540, -2.324, 1.652)
C (1.959, 3.349, -2.497)
C (-7.196, 2.495, -1.687)
C (1.688, 0.410, 0.204)
S (-0.483, 0.059, -5.435)
C (1.558, -0.717, -0.879)
O (-0.673, -3.074, -3.112)
H (4.247, 1.958, 2.788)
H (-1.244, -5.470, -2.374)
C (-0.219, 4.788, -2.937)
C (-3.086, -2.910, -1.984)
H (-3.027, 0.211, 5.721)
C (2.445, -4.561, 0.992)
O (0.083, 3.636, -0.638)
H (-1.209, 5.172, -2.715)
C (-3.373, -5.277, -1.904)
O (3.033, -4.891, -1.520)
O (-6.302, -0.295, -1.968)
H (-4.334, -1.512, 0.283)
H (-1.599, -0.576, -8.002)
C (-0.266, -1.351, -6.541)
S (2.072, -5.353, -0.565)
H (5.067, 2.594, -3.780)
H (-3.837, -1.529, 4.482)
O (1.539, 5.621, -1.128)
C (-3.388, 2.339, 5.680)
H (6.682, -0.267, -2.719)
C (2.615, 4.705, 1.866)
C (0.588, 0.297, 1.256)
C (0.170, 1.280, -6.619)
H (-4.619, -2.898, 5.401)
C (0.220, -1.451, -0.753)
C (3.301, -6.874, 1.256)
H (8.770, 1.042, -2.511)
H (2.716, -7.358, 2.040)
C (3.613, -5.407, 1.510)
H (1.604, 2.351, -2.247)
O (-1.166, -1.164, 7.744)
H (2.671, 0.465, 0.672)
H (1.632, -7.625, 0.057)
H (2.937, 5.548, 2.480)
O (0.393, 0.105, -4.294)
P (-5.556, 0.562, -1.056)
S (5.258, 1.310, -1.725)
H (4.678, 4.238, 1.309)
H (-2.090, 0.989, -0.876)
C (2.528, -7.021, -0.062)
H (-6.932, 3.036, -2.597)
H (7.792, 3.025, -3.643)
H (3.441, 2.976, 0.886)
H (1.042, 4.742, 3.366)
C (-0.533, -0.761, -7.905)
C (1.546, 4.022, 2.722)
H (-3.068, -3.075, 4.610)
H (-0.060, -1.381, -8.663)

- HOMO level: -0.3592 hartree
- Total charge: 0
- Gap between HOMO and LUMO: 9.791 eV
- LUMO: 0.0 eV
- SMILES: COP(=O)(OC)OC.COP(=O)(OC)OC.O=S1(=O)CCCC1.O=S1(=O)CCCC1.O=S1(=O)CCCC1.O=S1(=O)CCCC1.O=S1(=O)CCCC1.O=S1(=O)CCCC1.O=S1(=O)CCCC1.O=S1(=O)CCCC1

No. 2
C4H6AgO2 as an isolated structure at a distorted geometry. Source: the OMol25 dataset; level of theory: the ωB97M-V functional and the def2-TZVPD basis.

Cartesian coordinates (Å):
H (3.721, -0.731, -0.164)
C (2.678, -0.961, 0.091)
O (-1.131, 1.280, -0.848)
C (-2.887, -0.001, -0.010)
C (2.203, 1.389, -0.408)
H (-2.178, -0.562, 0.630)
H (-3.434, 0.726, 0.614)
O (1.996, 0.287, 0.316)
C (-2.238, 0.756, -1.165)
Ag (0.115, 1.612, 1.064)
H (2.192, -1.524, -0.716)
H (-3.642, -0.700, -0.405)
H (2.608, -1.570, 1.001)

- HOMO level (alpha / beta): -0.0792 / -0.0529 hartree
- Total charge: -1
- Gap between HOMO and LUMO (alpha / beta): 5.501 / 4.616 eV
- Energy relative to the best compared isomer or geometry (same formula, charge and spin): 95.3 kcal per mole
- LUMO (alpha / beta): 3.3 / 3.2 eV

| no. | total energy (Eh) |
| --- | --- |
| 1 | -7171.15035 |
| 2 | -453.20587 |